{
  "formula": "C32H22AsMoN2O8",
  "method": "ωB97M-V with the def2-TZVPD basis set",
  "charge": 3,
  "lumo_ha": [-0.4328, -0.4360],
  "homo_energy_ev": [-17.6, -17.6],
  "orbital_gap_ev": [5.80, 5.72],
  "symbols": ["Mo", "O", "C", "O", "C", "C", "C", "C", "C", "N", "C", "O", "O", "H", "H", "H", "O", "C", "C", "C", "C", "C", "C", "C", "O", "N", "O", "O", "H", "H", "H", "H", "C", "C", "C", "C", "C", "C", "As", "C", "C", "C", "C", "C", "C", "C", "C", "C", "C", "C", "C", "H", "H", "H", "H", "H", "H", "H", "H", "H", "H", "H", "H", "H", "H", "H"],
  "coordinates": [[0.45837, 1.25101, -0.12606], [1.81324, -2.28973, -1.43748], [1.10949, -1.51337, -0.92687], [1.40063, -0.08580, -0.93189], [-0.15167, -1.70077, -0.16758], [-0.84255, -2.88239, 0.02623], [-2.02094, -2.83059, 0.78254], [-2.45584, -1.62330, 1.32462], [-1.68885, -0.49697, 1.07551], [-0.58162, -0.56192, 0.35187], [-1.92640, 0.89875, 1.56043], [-2.71180, 1.30758, 2.32626], [-0.95610, 1.73984, 0.93750], [-0.48166, -3.80766, -0.40392], [-2.59502, -3.73412, 0.94278], [-3.35917, -1.54832, 1.91652], [-0.95920, 0.95977, -1.65891], [-1.17619, 1.69217, -2.66100], [-0.43291, 2.84409, -3.03568], [-0.76603, 3.50419, -4.23154], [-0.02138, 4.60423, -4.59542], [1.02552, 5.08480, -3.83383], [1.36986, 4.45371, -2.63199], [0.63324, 3.35790, -2.27013], [0.93324, 2.73438, -1.07893], [-0.37007, 5.30268, -5.85934], [0.29605, 6.26368, -6.14357], [-1.29483, 4.83682, -6.48080], [-2.01919, 1.38861, -3.28537], [-1.58076, 3.16486, -4.85874], [1.57128, 5.95661, -4.17272], [2.17479, 4.81377, -2.00937], [2.72428, 5.34033, 1.80365], [1.39512, 4.96977, 1.98195], [1.06890, 3.63033, 2.11296], [2.10382, 2.67080, 2.07752], [3.44057, 3.04224, 1.86419], [3.73980, 4.38645, 1.75249], [1.65850, 0.83110, 2.22614], [0.54683, 0.42042, 3.70085], [0.22696, 1.43038, 4.60710], [-0.57909, 1.11387, 5.69409], [-1.04416, -0.17876, 5.86509], [-0.71129, -1.18425, 4.96156], [0.09183, -0.89100, 3.87497], [3.14104, -0.35967, 2.15540], [3.95729, -0.49815, 1.03135], [5.03855, -1.35841, 1.08130], [5.30450, -2.06966, 2.24808], [4.50089, -1.92128, 3.36765], [3.40708, -1.06908, 3.33394], [2.97421, 6.39007, 1.71694], [0.62515, 5.72717, 2.04082], [0.04102, 3.33992, 2.29263], [4.22723, 2.30009, 1.83769], [4.76945, 4.70007, 1.64012], [0.59968, 2.43956, 4.49562], [-0.83193, 1.88106, 6.41326], [-1.65831, -0.41955, 6.72283], [-1.06536, -2.19407, 5.11770], [0.37456, -1.67932, 3.18537], [3.76606, 0.06567, 0.12577], [5.68079, -1.47700, 0.21976], [6.15079, -2.74269, 2.28379], [4.72992, -2.47027, 4.27094], [2.78171, -0.94575, 4.20962]],
  "nbo_charge": [1.747, -0.361, 0.770, -0.577, 0.064, -0.125, -0.098, -0.134, 0.093, -0.402, 0.766, -0.379, -0.596, 0.289, 0.280, 0.288, -0.609, 0.497, -0.302, -0.043, 0.011, -0.045, -0.254, 0.419, -0.599, 0.528, -0.307, -0.324, 0.226, 0.287, 0.292, 0.264, -0.098, -0.219, -0.130, -0.438, -0.173, -0.166, 1.424, -0.450, -0.123, -0.192, -0.128, -0.182, -0.219, -0.442, -0.150, -0.202, -0.121, -0.181, -0.180, 0.259, 0.259, 0.236, 0.252, 0.262, 0.226, 0.258, 0.258, 0.249, 0.225, 0.211, 0.254, 0.257, 0.257, 0.239]
}

---

{
  "formula": "C4H9NO2S",
  "method": "ωB97M-V with the def2-TZVPD basis set",
  "lumo_ha": 0.0144,
  "homo_energy_ev": -8.5,
  "orbital_gap_ev": 8.92,
  "symbols": ["C", "C", "C", "C", "N", "O", "O", "S", "H", "H", "H", "H", "H", "H", "H", "H", "H"],
  "coordinates": [[1.50497, 0.97997, -0.60266], [-1.41210, -1.33215, 0.55319], [-0.50174, 0.76346, 1.55241], [0.43119, -0.14294, -0.44248], [-0.32726, -0.37155, 0.62187], [1.48313, 1.54570, -1.73286], [2.17781, 1.31266, 0.30331], [1.12988, -1.68780, -1.17390], [-1.00979, -2.28268, 0.18578], [-1.78097, -1.42127, 1.52512], [-2.20252, -1.00747, -0.13022], [0.27435, 1.46721, 1.29622], [-1.39199, 1.33556, 1.50821], [-0.38582, 0.50640, 2.59898], [-0.73105, 0.27617, -1.76668], [0.76133, 1.05115, -2.15526], [1.98056, -0.99242, -2.14105]],
  "nbo_charge": [0.734, -0.397, -0.422, 0.010, -0.450, -0.643, -0.564, -0.017, 0.213, 0.211, 0.206, 0.234, 0.197, 0.210, -0.183, 0.507, 0.155]
}

---

Computed values of energy above the lowest of the compared OMol25 structures with the same formula, charge and spin (unit: kcal/mol) for the preceding records, in sequence: 11.3 95.4.